{
  "formula": "C28H84O14",
  "method": "the ωB97M-V functional and the def2-TZVPD basis",
  "species": ["C", "C", "O", "H", "H", "H", "H", "H", "H", "C", "C", "O", "H", "H", "H", "H", "H", "H", "C", "C", "O", "H", "H", "H", "H", "H", "H", "C", "C", "O", "H", "H", "H", "H", "H", "H", "C", "C", "O", "H", "H", "H", "H", "H", "H", "C", "C", "O", "H", "H", "H", "H", "H", "H", "C", "C", "O", "H", "H", "H", "H", "H", "H", "C", "C", "O", "H", "H", "H", "H", "H", "H", "C", "C", "O", "H", "H", "H", "H", "H", "H", "C", "C", "O", "H", "H", "H", "H", "H", "H", "C", "C", "O", "H", "H", "H", "H", "H", "H", "C", "C", "O", "H", "H", "H", "H", "H", "H", "C", "C", "O", "H", "H", "H", "H", "H", "H", "C", "C", "O", "H", "H", "H", "H", "H", "H"],
  "coordinates": [[11.470, 10.786, 10.030], [11.999, 9.577, 9.319], [11.409, 9.381, 8.021], [12.048, 11.631, 9.657], [11.652, 10.719, 11.103], [10.399, 10.968, 9.945], [11.843, 8.648, 9.867], [13.070, 9.700, 9.158], [10.531, 9.006, 8.123], [13.882, 9.129, 13.258], [13.550, 8.634, 14.662], [13.739, 7.247, 14.789], [14.924, 9.015, 12.962], [13.798, 10.215, 13.272], [13.282, 8.695, 12.458], [12.541, 8.954, 14.922], [14.251, 9.049, 15.387], [13.031, 6.859, 14.269], [13.324, 19.706, 11.119], [13.443, 18.404, 10.327], [12.793, 17.352, 11.003], [13.604, 20.577, 10.526], [14.003, 19.726, 11.972], [12.331, 19.823, 11.552], [14.476, 18.105, 10.148], [13.049, 18.527, 9.318], [11.865, 17.330, 10.757], [17.117, 16.168, 13.211], [15.623, 16.550, 12.868], [15.312, 16.164, 11.575], [17.414, 16.381, 14.238], [17.869, 16.637, 12.576], [17.224, 15.094, 13.059], [15.638, 17.640, 12.885], [14.829, 16.198, 13.526], [14.434, 16.484, 11.357], [12.712, 12.009, 17.446], [11.284, 12.121, 17.979], [11.330, 12.187, 19.354], [12.665, 11.868, 16.366], [13.158, 11.089, 17.824], [13.349, 12.873, 17.634], [10.618, 11.317, 17.667], [10.800, 13.048, 17.671], [11.320, 13.103, 19.640], [8.749, 14.277, 16.521], [8.431, 15.123, 17.730], [7.061, 14.987, 18.117], [9.683, 14.642, 16.095], [7.996, 14.336, 15.735], [8.896, 13.227, 16.772], [8.546, 16.191, 17.550], [9.095, 14.810, 18.536], [6.828, 15.802, 18.567], [10.312, 16.635, 8.567], [9.439, 17.526, 9.384], [10.160, 17.965, 10.534], [9.751, 16.273, 7.705], [10.625, 15.781, 9.168], [11.272, 17.032, 8.240], [8.536, 17.008, 9.704], [9.111, 18.405, 8.830], [9.583, 18.168, 11.274], [10.261, 10.589, 14.556], [8.904, 11.276, 14.447], [9.061, 12.477, 13.722], [10.292, 9.602, 15.018], [10.957, 11.222, 15.106], [10.737, 10.503, 13.579], [8.445, 11.450, 15.420], [8.247, 10.630, 13.864], [8.191, 12.645, 13.355], [12.575, 15.787, 17.297], [13.906, 15.693, 16.517], [14.114, 16.964, 15.954], [12.234, 14.838, 17.709], [11.729, 16.051, 16.663], [12.676, 16.529, 18.089], [13.720, 15.034, 15.669], [14.740, 15.296, 17.096], [13.451, 17.166, 15.289], [13.631, 15.015, 8.222], [14.323, 13.909, 7.498], [15.633, 14.220, 7.170], [14.037, 15.098, 9.230], [12.565, 14.849, 8.380], [13.811, 15.936, 7.667], [13.831, 13.707, 6.547], [14.307, 12.973, 8.056], [16.086, 14.389, 8.000], [15.283, 11.714, 10.573], [15.950, 12.519, 11.706], [16.597, 11.537, 12.496], [16.014, 11.459, 9.805], [14.499, 12.292, 10.084], [14.832, 10.769, 10.876], [15.179, 13.075, 12.240], [16.622, 13.274, 11.299], [17.275, 11.153, 11.936], [8.458, 13.867, 10.341], [7.043, 13.317, 10.647], [6.893, 12.743, 11.957], [9.238, 13.106, 10.330], [8.815, 14.549, 11.113], [8.518, 14.484, 9.445], [6.764, 12.513, 9.966], [6.292, 14.096, 10.514], [5.956, 12.722, 12.167], [11.709, 19.008, 15.003], [11.073, 17.758, 14.414], [12.044, 16.793, 14.150], [11.942, 18.793, 16.046], [10.864, 19.696, 15.003], [12.589, 19.332, 14.447], [10.503, 17.973, 13.510], [10.328, 17.329, 15.083], [11.604, 15.944, 14.064], [11.998, 13.802, 12.002], [12.480, 13.547, 13.390], [11.373, 13.992, 14.218], [11.719, 14.836, 11.795], [11.162, 13.154, 11.742], [12.823, 13.539, 11.340], [13.413, 14.086, 13.554], [12.613, 12.475, 13.530], [10.574, 13.506, 14.001]],
  "atomic_forces_ev_per_a": [[0.3, 0.5, 0.5], [-0.6, -1.0, -0.7], [0.4, 0.3, 0.0], [-0.4, 0.4, 0.1], [0.3, 0.0, 0.1], [0.0, -0.2, -0.4], [0.1, 0.0, 0.4], [0.0, -0.1, -0.1], [0.0, 0.0, 0.1], [0.5, 0.7, 0.2], [0.9, 0.3, -0.5], [-0.5, -0.5, 0.0], [0.1, -0.5, 0.3], [-0.5, 0.2, -0.2], [-0.3, 0.0, 0.1], [-0.1, -0.1, 0.2], [-0.1, 0.4, -0.1], [0.1, -0.5, 0.0], [0.5, 0.0, 0.2], [-0.2, 0.6, -0.2], [0.7, -0.7, 0.1], [-0.2, 0.0, -0.2], [0.1, -0.3, 0.1], [-0.2, 0.0, -0.4], [0.2, 0.1, 0.3], [-0.4, 0.1, -0.1], [-0.4, 0.2, 0.1], [-1.3, -0.8, -0.1], [1.7, 1.2, 0.6], [0.5, -1.1, -1.4], [-0.4, 0.1, 0.1], [-0.4, 0.3, -0.3], [0.1, -0.2, 0.1], [-0.4, 0.4, 0.4], [0.5, -0.1, 0.6], [-0.5, 0.0, 0.1], [-0.7, -0.7, -1.0], [0.6, 1.3, -0.8], [-0.3, -0.4, 2.3], [0.1, 0.2, -0.2], [0.2, 0.2, 0.3], [-0.2, -0.1, 0.3], [0.3, -0.3, 0.0], [0.1, 0.0, -0.8], [0.1, -0.1, 0.0], [0.1, 0.2, -0.3], [-0.6, 0.1, 0.0], [0.0, -0.4, 0.1], [0.2, -0.1, -0.1], [-0.1, 0.1, 0.1], [-0.2, 0.1, 0.1], [0.7, 0.0, -0.3], [0.1, 0.2, 0.3], [-0.2, -0.1, 0.1], [0.4, -0.8, -0.1], [-0.3, 0.7, 0.4], [0.3, -0.1, 0.1], [0.1, 0.0, -0.1], [-0.3, -0.3, 0.1], [-0.3, 0.6, -0.1], [-0.1, -0.2, -0.1], [0.0, 0.1, -0.2], [-0.1, 0.0, -0.1], [0.5, 0.5, 0.0], [0.5, -1.1, -0.3], [0.2, 0.1, 0.3], [-0.5, 0.1, 0.1], [-0.1, 0.1, 0.3], [-0.3, -0.1, -0.3], [0.1, 0.0, 0.1], [-0.3, -0.2, 0.1], [-0.2, 0.5, -0.6], [0.2, -0.6, 0.4], [-2.5, 0.1, -1.0], [2.0, 0.9, 0.9], [0.4, -0.2, 0.3], [0.3, 0.4, -0.3], [-0.1, 0.0, 0.1], [0.2, -0.7, 0.1], [0.1, 0.6, 0.0], [-0.4, -0.6, -0.2], [-0.1, 0.3, 0.6], [-1.0, -1.0, -0.6], [1.2, 0.4, -0.1], [0.2, 0.3, 0.1], [-0.1, -0.1, -0.3], [-0.2, 0.2, 0.2], [-0.1, 0.0, -0.1], [-0.2, -0.2, 0.2], [0.3, 0.1, 0.0], [-0.1, 0.8, -0.6], [-0.9, -1.2, -1.2], [0.3, 0.6, 0.9], [0.1, 0.0, -0.1], [0.0, 0.1, -0.1], [0.0, 0.2, 0.5], [0.2, -0.3, 0.6], [0.2, 0.0, 0.0], [0.1, -0.1, 0.1], [-0.1, 0.0, 1.0], [0.1, -0.1, -0.5], [0.6, 0.4, 0.2], [-0.3, -0.3, -0.3], [-0.3, 0.1, 0.4], [-0.4, -0.5, -0.3], [0.3, 0.1, -0.4], [0.1, 0.3, 0.0], [0.0, 0.0, 0.0], [-1.2, -0.8, 0.2], [-0.2, 0.1, -0.1], [0.6, -0.1, -0.3], [0.4, 0.2, -0.1], [0.5, 0.7, 0.0], [-0.2, 0.2, 0.0], [0.1, 0.3, -0.4], [-0.1, 0.2, 0.5], [0.0, -0.8, 0.0], [0.7, -0.5, -1.4], [-2.1, 0.2, -0.2], [1.7, 0.8, 1.1], [0.1, 0.1, 0.3], [-0.1, 0.0, 0.1], [0.0, 0.1, -0.5], [-0.3, 0.2, 0.7], [0.4, -0.1, 0.2], [-0.4, -0.5, -0.3]],
  "mulliken_charge": [0.128, -0.542, -0.564, -0.126, -0.120, 0.340, 0.356, 0.155, 0.323, -0.401, -0.073, -0.553, 0.333, -0.089, 0.261, -0.052, 0.285, 0.334, -1.237, -0.329, 0.819, 0.411, 0.238, 0.201, 0.500, 0.333, -0.525, -1.379, 0.627, -0.492, 0.372, 0.350, 0.239, 0.166, -0.171, 0.088, -0.495, 0.589, -0.642, -0.119, 0.376, 0.122, 0.423, -0.628, 0.370, -0.190, -0.468, -0.554, -0.117, 0.418, 0.047, 0.306, 0.195, 0.317, -0.614, -0.216, -0.427, 0.440, -0.288, 0.328, 0.310, 0.319, 0.157, -0.312, -0.655, -0.383, 0.512, -0.281, -0.012, 0.360, 0.429, 0.163, -0.004, 0.347, -0.627, -0.225, -0.327, 0.430, -0.426, 0.485, -0.031, -0.134, -0.381, -0.561, -0.066, 0.052, 0.308, 0.404, 0.072, 0.316, -0.300, 0.482, -0.558, 0.592, -0.365, 0.014, -0.582, 0.304, 0.356, -0.273, -0.548, -0.423, -0.145, 0.118, 0.436, 0.274, 0.363, 0.227, -1.594, 0.400, 1.042, 0.384, 0.477, 0.267, -0.129, 0.193, -0.258, 1.293, 0.250, 0.084, -0.383, -0.276, -0.466, -0.146, -0.589, -0.135],
  "homo_lumo_gap_ev": 9.297,
  "lumo_energy_ev": -0.01,
  "energy_ha": -2170.383406,
  "total_charge": 0
}